No. 1
59
Properties=species:S:1:pos:R:3 method="wB97M-V/def2-TZVPD" total_energy_ha=-1359.09584 de_lowest_ev=1.181 homo_energy_ev=-7.66 smiles="CC(C)(C)c1ccc(NC(=O)Nc2ccc(OCC(=O)N3CCOCC3)cc2)cc1"
C 5.297 0.487 3.093
C 5.308 -1.041 3.180
C 5.992 -1.439 4.496
C 6.113 -1.585 1.991
C 3.911 -1.639 3.143
C 3.748 -3.019 3.251
C 2.501 -3.607 3.212
C 1.355 -2.831 3.056
N 0.106 -3.456 3.037
C -1.052 -3.124 2.358
O -2.098 -3.667 2.639
N -0.867 -2.212 1.358
C -1.827 -1.651 0.511
C -3.197 -1.760 0.740
C -4.087 -1.161 -0.123
C -3.643 -0.441 -1.232
O -4.624 0.080 -2.032
C -4.253 0.812 -3.165
C -3.585 2.146 -2.800
O -3.487 2.518 -1.651
N -3.084 2.863 -3.837
C -3.287 2.635 -5.250
C -4.136 3.780 -5.825
O -3.534 5.028 -5.589
C -3.354 5.255 -4.207
C -2.487 4.162 -3.578
C -2.278 -0.332 -1.461
C -1.384 -0.929 -0.590
C 1.502 -1.449 2.973
C 2.760 -0.873 3.010
H 4.851 0.825 2.161
H 6.319 0.859 3.130
H 4.752 0.922 3.928
H 5.407 -1.090 5.344
H 6.982 -0.992 4.552
H 6.102 -2.517 4.578
H 6.195 -2.668 2.031
H 5.630 -1.314 1.055
H 7.117 -1.166 1.995
H 4.610 -3.658 3.367
H 2.406 -4.680 3.303
H 0.012 -4.291 3.598
H 0.091 -1.983 1.128
H -3.551 -2.321 1.588
H -5.149 -1.236 0.045
H -5.192 1.009 -3.691
H -3.592 0.219 -3.815
H -3.775 1.682 -5.438
H -2.307 2.640 -5.744
H -4.229 3.684 -6.907
H -5.138 3.751 -5.367
H -2.874 6.230 -4.118
H -4.331 5.280 -3.700
H -2.418 4.294 -2.498
H -1.486 4.184 -4.023
H -1.889 0.227 -2.298
H -0.322 -0.828 -0.773
H 0.631 -0.813 2.914
H 2.820 0.201 2.946

No. 2
140
Properties=species:S:1:pos:R:3 method="wB97M-V/def2-TZVPD" total_energy_ha=-3113.80757 homo_energy_ev=-9.13 smiles="COC(=O)OC.O=C1CCCO1.O=C1CCCO1.O=C1CCCO1.O=C1CCCO1.COCCOC.COCCOC.COCCOC.COCCOC.COCCOC"
C 2.225 2.860 -1.873
O 3.376 1.998 -1.761
C 3.693 1.617 -0.498
O 3.236 2.042 0.518
O 4.672 0.654 -0.590
C 5.133 0.217 0.770
H 1.251 2.302 -1.822
H 2.351 3.267 -2.856
H 2.193 3.509 -1.026
H 4.661 -0.721 1.100
H 4.932 1.062 1.444
H 6.179 0.091 0.556
O 2.932 -2.903 -0.009
C 3.052 -3.613 0.948
C 4.289 -3.956 1.784
C 3.651 -4.451 3.139
C 2.300 -5.055 2.660
O 1.880 -4.245 1.475
H 4.889 -4.754 1.329
H 4.874 -3.040 1.911
H 4.283 -5.111 3.653
H 3.434 -3.579 3.782
H 2.492 -6.072 2.348
H 1.523 -4.954 3.376
O 1.400 -2.261 6.375
C 0.716 -2.021 5.414
C -0.627 -1.294 5.250
C -0.697 -1.166 3.776
C -0.001 -2.371 3.212
O 1.021 -2.629 4.221
H -1.433 -1.927 5.657
H -0.562 -0.333 5.812
H -1.736 -1.336 3.425
H -0.442 -0.189 3.439
H -0.627 -3.285 3.228
H 0.578 -2.214 2.310
O -7.403 -0.126 0.454
C -6.435 -0.182 1.156
C -6.070 -1.317 2.134
C -4.600 -1.016 2.391
C -4.415 0.497 2.003
O -5.490 0.756 1.062
H -6.716 -1.259 3.031
H -6.243 -2.331 1.744
H -4.204 -1.109 3.437
H -4.082 -1.679 1.671
H -4.544 1.227 2.825
H -3.502 0.679 1.411
O -2.157 -1.672 -0.276
C -1.038 -1.273 -0.416
C 0.088 -1.690 -1.327
C 1.087 -0.577 -1.096
C 0.797 -0.127 0.331
O -0.639 -0.296 0.447
H 0.510 -2.649 -1.080
H -0.263 -1.729 -2.368
H 2.123 -0.954 -1.220
H 1.005 0.276 -1.777
H 1.315 -0.697 1.118
H 1.085 0.926 0.546
C 0.567 1.532 7.002
O 1.086 1.479 5.656
C 2.322 2.200 5.467
C 2.742 1.769 4.049
O 3.086 0.369 3.862
C 4.164 -0.105 4.570
H -0.526 1.390 6.896
H 0.814 2.490 7.468
H 1.060 0.699 7.490
H 3.077 1.840 6.160
H 2.246 3.282 5.542
H 3.557 2.360 3.650
H 1.902 2.018 3.428
H 4.287 -1.214 4.343
H 4.020 -0.031 5.660
H 5.128 0.397 4.329
C -5.558 0.504 -2.840
O -4.212 0.942 -3.002
C -3.527 0.987 -1.701
C -2.247 1.794 -1.573
O -1.088 1.300 -2.197
C -0.874 1.679 -3.560
H -6.107 1.245 -2.266
H -5.510 -0.511 -2.379
H -5.981 0.441 -3.864
H -3.365 -0.096 -1.447
H -4.207 1.445 -1.018
H -2.018 1.836 -0.498
H -2.363 2.804 -1.974
H -1.431 1.097 -4.255
H 0.179 1.392 -3.712
H -0.981 2.782 -3.726
C 0.901 -4.827 -4.872
O 0.035 -3.729 -4.658
C 0.153 -2.761 -5.712
C -0.804 -1.629 -5.303
O -2.127 -2.025 -5.253
C -2.588 -2.260 -3.930
H 1.848 -4.389 -5.189
H 0.501 -5.461 -5.660
H 0.978 -5.436 -3.899
H -0.062 -3.301 -6.657
H 1.169 -2.311 -5.815
H -0.594 -0.728 -5.962
H -0.433 -1.234 -4.351
H -3.670 -2.439 -4.038
H -2.440 -1.371 -3.353
H -2.022 -3.022 -3.473
C -1.095 2.934 1.978
O -2.104 3.741 1.293
C -2.891 4.399 2.321
C -3.581 5.552 1.727
O -4.761 5.339 1.013
C -4.696 4.324 -0.008
H -0.419 2.544 1.255
H -1.545 2.084 2.509
H -0.497 3.568 2.597
H -2.236 4.660 3.177
H -3.676 3.644 2.713
H -2.950 6.061 1.009
H -3.788 6.279 2.506
H -3.746 4.385 -0.519
H -5.421 4.562 -0.825
H -4.899 3.331 0.377
C 3.289 -1.867 -3.752
O 2.681 -0.852 -4.506
C 3.656 0.152 -4.897
C 3.095 1.250 -5.684
O 2.275 2.001 -4.831
C 1.513 2.910 -5.655
H 3.803 -1.412 -2.850
H 4.031 -2.479 -4.281
H 2.426 -2.474 -3.347
H 4.438 -0.358 -5.484
H 4.177 0.468 -3.932
H 2.563 0.938 -6.576
H 3.980 1.842 -5.993
H 0.654 2.346 -6.026
H 2.167 3.403 -6.417
H 1.166 3.707 -5.004